Entry from OMol25: a cluster of 15 separate species, C51H97BN6O16 in total (wB97M-V/def2-TZVPD).

```
! wB97M-V def2-TZVPD RIJCOSX def2/J DEFGRID3
* xyz 0 1
C -0.50 -3.78 -8.62
C -0.12 -2.51 -7.84
C 0.72 -2.80 -6.57
C 0.82 -1.53 -5.72
N 1.30 -1.74 -4.31
C 0.31 -2.54 -3.49
C -0.68 -1.49 -2.96
C -0.02 -0.11 -3.08
C 1.37 -0.41 -3.58
C 2.65 -2.42 -4.28
C 3.76 -1.67 -4.97
C 5.12 -2.32 -4.66
H -0.96 -3.46 -9.56
H -1.21 -4.37 -8.05
H 0.38 -4.38 -8.86
H -1.03 -2.07 -7.44
H 0.38 -1.81 -8.50
H 1.71 -3.10 -6.93
H 0.26 -3.62 -6.04
H -0.15 -1.04 -5.65
H 1.53 -0.81 -6.12
H 0.75 -3.09 -2.66
H -0.21 -3.20 -4.17
H -1.10 -1.71 -1.97
H -1.60 -1.52 -3.56
H 0.08 0.43 -2.15
H -0.62 0.46 -3.79
H 2.12 -0.54 -2.80
H 1.79 0.29 -4.30
H 2.55 -3.44 -4.63
H 2.92 -2.46 -3.22
H 3.87 -0.63 -4.65
H 3.63 -1.55 -6.05
H 5.88 -1.83 -5.27
H 5.00 -3.38 -4.90
H 5.43 -2.16 -3.63
O -3.86 1.05 0.52
C -2.67 1.12 0.67
O -1.85 0.13 0.43
B -0.48 0.59 0.62
O -0.62 1.92 1.21
C -1.87 2.32 1.22
O -2.31 3.30 1.74
O 0.36 0.50 -0.57
C 1.42 -0.27 -0.32
O 2.19 -0.64 -1.15
C 1.26 -0.84 1.12
O 0.22 -0.25 1.65
O 1.99 -1.63 1.62
N 0.73 -1.24 5.22
C 0.65 -1.44 6.57
C -0.52 -2.10 6.82
C -1.15 -2.41 5.59
C -0.38 -1.79 4.63
H 1.45 -0.73 4.73
H 1.45 -1.12 7.22
H -0.86 -2.27 7.83
H -2.09 -2.90 5.43
H -0.44 -1.72 3.56
N 2.33 -4.00 -0.13
C 3.48 -4.03 -0.87
C 3.22 -4.75 -2.01
C 1.92 -5.30 -1.88
C 1.41 -4.82 -0.69
H 2.32 -3.45 0.71
H 4.37 -3.53 -0.51
H 3.91 -4.99 -2.80
H 1.44 -5.93 -2.61
H 0.40 -4.85 -0.31
N -5.42 6.31 2.90
C -4.09 5.95 3.01
C -3.75 5.90 4.32
C -4.88 6.35 5.04
C -5.89 6.60 4.18
H -5.92 6.39 2.04
H -3.66 5.65 2.07
H -2.78 5.65 4.72
H -4.98 6.45 6.12
H -6.92 6.93 4.25
N 5.24 -0.58 -1.78
C 4.77 0.00 -2.91
C 5.80 0.00 -3.86
C 6.87 -0.70 -3.28
C 6.50 -1.05 -1.99
H 4.71 -0.67 -0.92
H 3.82 0.50 -2.95
H 5.69 0.52 -4.80
H 7.84 -0.90 -3.71
H 7.03 -1.56 -1.21
N 2.76 1.77 5.89
C 3.55 0.72 6.26
C 3.93 -0.01 5.17
C 3.23 0.59 4.07
C 2.56 1.68 4.54
H 2.44 2.50 6.49
H 3.86 0.61 7.29
H 4.47 -0.94 5.14
H 3.18 0.11 3.10
H 1.90 2.36 4.02
C -3.21 -2.28 2.35
C -2.52 -3.08 1.25
O -3.47 -3.92 0.59
H -4.15 -1.81 2.05
H -2.53 -1.47 2.63
H -3.45 -2.81 3.27
H -1.77 -3.75 1.65
H -2.10 -2.37 0.53
H -4.12 -3.34 0.16
C 3.09 -4.81 3.18
C 2.83 -4.49 4.64
O 4.08 -3.98 5.18
H 2.12 -5.04 2.74
H 3.77 -5.66 3.11
H 3.47 -3.94 2.64
H 2.46 -5.35 5.19
H 2.18 -3.61 4.65
H 4.08 -4.07 6.14
C -0.57 6.57 2.59
C 0.38 5.49 3.10
O -0.39 4.48 3.74
H -1.05 7.14 3.38
H -1.26 6.13 1.87
H 0.04 7.26 1.98
H 1.16 5.76 3.81
H 0.94 5.05 2.26
H -1.18 4.19 3.26
C -7.09 -2.11 0.52
C -6.34 -1.17 -0.41
O -4.94 -1.46 -0.41
H -8.07 -1.69 0.78
H -6.65 -2.16 1.51
H -7.24 -3.08 0.04
H -6.54 -0.12 -0.20
H -6.66 -1.38 -1.44
H -4.43 -0.65 -0.22
C 1.15 3.98 -0.40
C -0.24 4.11 -1.03
O -0.14 4.74 -2.29
H 1.14 3.51 0.59
H 1.66 4.94 -0.32
H 1.81 3.33 -0.98
H -0.89 4.68 -0.38
H -0.66 3.11 -1.16
H 0.18 4.12 -2.96
C -4.04 2.40 -2.60
C -4.75 2.16 -3.92
O -3.85 2.19 -5.03
H -4.78 2.67 -1.84
H -3.37 3.26 -2.52
H -3.51 1.52 -2.22
H -5.59 2.85 -4.03
H -5.11 1.13 -3.87
H -3.59 3.11 -5.17
C 4.15 1.79 0.71
C 5.45 1.19 1.20
O 5.27 -0.21 1.02
H 3.38 1.58 1.46
H 3.86 1.36 -0.25
H 4.10 2.88 0.64
H 5.65 1.46 2.24
H 6.32 1.56 0.65
H 5.80 -0.70 1.66
C -6.48 1.50 2.53
C -6.11 2.96 2.19
O -5.83 3.15 0.82
H -5.63 0.82 2.41
H -7.23 1.17 1.81
H -6.87 1.35 3.54
H -5.23 3.18 2.80
H -6.96 3.53 2.57
H -5.28 2.41 0.53
*
```

E_tot	-3558.73340	Eh
molar mass	1061.17	g/mol
HOMO energy	-7.695	eV
HOMO-LUMO gap	7.4	eV

***

Entry from OMol25: an isolated molecule of C27H28FN3O5 (wB97M-V/def2-TZVPD).

```
! wB97M-V def2-TZVPD RIJCOSX def2/J DEFGRID3
* xyz 0 1
O 3.46 1.73 -1.83
C 3.39 2.01 -0.65
N 2.23 2.00 0.05
C 1.02 1.46 -0.51
C 0.38 0.53 0.51
O 0.94 0.31 1.58
N -0.82 0.00 0.22
C -1.49 0.11 -1.06
C -2.63 1.10 -1.06
C -2.59 2.23 -0.25
C -3.65 3.13 -0.24
C -4.74 2.88 -1.05
F -5.77 3.74 -1.04
C -4.80 1.77 -1.87
C -3.73 0.88 -1.87
C -1.43 -0.93 1.18
C -0.93 -2.31 0.73
O -1.54 -3.07 0.01
N 0.33 -2.54 1.16
C 1.16 -3.52 0.49
C 1.48 -3.05 -0.95
C 2.72 -3.75 -1.52
C 3.86 -2.86 -1.01
C 3.18 -1.50 -0.79
O 1.79 -1.67 -0.98
C -2.92 -0.70 1.29
C -3.86 -1.41 0.56
C -5.20 -1.09 0.66
C -5.62 -0.07 1.49
C -4.69 0.63 2.24
C -3.35 0.32 2.14
C 4.56 2.41 0.14
C 5.87 2.57 -0.25
C 6.58 2.96 0.90
C 5.66 3.01 1.91
O 4.45 2.68 1.46
H 2.27 2.03 1.06
H 0.33 2.26 -0.79
H 1.30 0.89 -1.40
H -1.87 -0.88 -1.32
H -0.76 0.39 -1.83
H -1.75 2.41 0.40
H -3.63 4.00 0.39
H -5.66 1.60 -2.49
H -3.77 0.01 -2.49
H -0.97 -0.70 2.15
H 0.82 -1.76 1.58
H 2.07 -3.64 1.08
H 0.62 -4.46 0.45
H 0.58 -3.18 -1.56
H 2.80 -4.78 -1.19
H 2.68 -3.72 -2.61
H 4.67 -2.79 -1.72
H 4.25 -3.25 -0.07
H 3.52 -0.74 -1.51
H 3.37 -1.11 0.22
H -3.54 -2.21 -0.08
H -5.93 -1.66 0.08
H -6.67 0.18 1.56
H -5.01 1.43 2.89
H -2.63 0.86 2.73
H 6.25 2.42 -1.24
H 7.63 3.17 0.97
H 5.76 3.25 2.95
*
```

SMILES	O=C(NCC(=O)N(Cc1ccc(F)cc1)[C@H](C(=O)NC[C@@H]1CCCO1)c1ccccc1)c1ccco1
E_tot	-1686.05386	Eh
molar mass	493.53	g/mol
HOMO energy	-8.786	eV
HOMO-LUMO gap	9.5	eV

***

Entry from OMol25: a structure of composition C22H21IN2OPdS (wB97M-V/def2-TZVPD).

```
! wB97M-V def2-TZVPD RIJCOSX def2/J DEFGRID3
* xyz 2 5
Pd -0.25 0.28 -0.17
I 2.53 0.21 -0.53
C 2.54 2.27 -0.29
C 3.77 2.92 -0.41
C 3.84 4.29 -0.26
C 2.68 5.02 0.00
C 1.45 4.37 0.12
C 0.29 5.12 0.40
C -0.95 4.49 0.54
C -1.04 3.13 0.40
C 0.08 2.32 0.11
C 1.34 2.96 -0.02
H 4.67 2.35 -0.61
H 4.79 4.79 -0.35
H 2.73 6.10 0.11
H 0.37 6.20 0.51
H -1.83 5.08 0.75
H -2.01 2.66 0.53
C -5.83 -0.58 -1.64
C -5.46 -0.84 -0.17
N -4.48 -1.92 -0.09
C -5.03 -3.27 0.06
C -5.13 -3.64 1.54
C -3.11 -1.67 -0.13
S -2.62 -0.04 -0.35
N -2.44 -2.79 -0.01
C -1.04 -2.89 0.11
O -0.29 -1.93 0.24
C -0.54 -4.27 0.10
C 0.84 -4.48 0.13
C 1.34 -5.76 0.12
C 0.47 -6.85 0.08
C -0.90 -6.65 0.06
C -1.41 -5.36 0.07
H -6.58 0.21 -1.66
H -6.26 -1.47 -2.10
H -4.97 -0.25 -2.21
H -6.34 -1.18 0.39
H -5.05 0.05 0.30
H -4.40 -3.96 -0.48
H -6.02 -3.23 -0.39
H -4.14 -3.68 1.99
H -5.59 -4.63 1.61
H -5.75 -2.94 2.09
H 1.51 -3.63 0.16
H 2.41 -5.93 0.14
H 0.87 -7.85 0.08
H -1.57 -7.50 0.04
H -2.48 -5.20 0.06
*
```

expectation value of S²	6.061
E_tot	-1858.76810	Eh
molar mass	594.81	g/mol
HOMO energy (spin up / spin down)	-13.745 / -14.271	eV
HOMO-LUMO gap (spin up / spin down)	7.4 / 5.1	eV

***

Q: Among the records above, which one has the highest E_tot?
A: C27H28FN3O5

***

Please write out number 2 again, unchanged.
Entry from OMol25: an isolated molecule of C27H28FN3O5 (wB97M-V/def2-TZVPD).

```
! wB97M-V def2-TZVPD RIJCOSX def2/J DEFGRID3
* xyz 0 1
O 3.46 1.73 -1.83
C 3.39 2.01 -0.65
N 2.23 2.00 0.05
C 1.02 1.46 -0.51
C 0.38 0.53 0.51
O 0.94 0.31 1.58
N -0.82 0.00 0.22
C -1.49 0.11 -1.06
C -2.63 1.10 -1.06
C -2.59 2.23 -0.25
C -3.65 3.13 -0.24
C -4.74 2.88 -1.05
F -5.77 3.74 -1.04
C -4.80 1.77 -1.87
C -3.73 0.88 -1.87
C -1.43 -0.93 1.18
C -0.93 -2.31 0.73
O -1.54 -3.07 0.01
N 0.33 -2.54 1.16
C 1.16 -3.52 0.49
C 1.48 -3.05 -0.95
C 2.72 -3.75 -1.52
C 3.86 -2.86 -1.01
C 3.18 -1.50 -0.79
O 1.79 -1.67 -0.98
C -2.92 -0.70 1.29
C -3.86 -1.41 0.56
C -5.20 -1.09 0.66
C -5.62 -0.07 1.49
C -4.69 0.63 2.24
C -3.35 0.32 2.14
C 4.56 2.41 0.14
C 5.87 2.57 -0.25
C 6.58 2.96 0.90
C 5.66 3.01 1.91
O 4.45 2.68 1.46
H 2.27 2.03 1.06
H 0.33 2.26 -0.79
H 1.30 0.89 -1.40
H -1.87 -0.88 -1.32
H -0.76 0.39 -1.83
H -1.75 2.41 0.40
H -3.63 4.00 0.39
H -5.66 1.60 -2.49
H -3.77 0.01 -2.49
H -0.97 -0.70 2.15
H 0.82 -1.76 1.58
H 2.07 -3.64 1.08
H 0.62 -4.46 0.45
H 0.58 -3.18 -1.56
H 2.80 -4.78 -1.19
H 2.68 -3.72 -2.61
H 4.67 -2.79 -1.72
H 4.25 -3.25 -0.07
H 3.52 -0.74 -1.51
H 3.37 -1.11 0.22
H -3.54 -2.21 -0.08
H -5.93 -1.66 0.08
H -6.67 0.18 1.56
H -5.01 1.43 2.89
H -2.63 0.86 2.73
H 6.25 2.42 -1.24
H 7.63 3.17 0.97
H 5.76 3.25 2.95
*
```

SMILES	O=C(NCC(=O)N(Cc1ccc(F)cc1)[C@H](C(=O)NC[C@@H]1CCCO1)c1ccccc1)c1ccco1
E_tot	-1686.05386	Eh
molar mass	493.53	g/mol
HOMO energy	-8.786	eV
HOMO-LUMO gap	9.5	eV